{
  "formula": "C12H48N10O12",
  "method": "ωB97M-V with the def2-TZVPD basis set",
  "total_charge": 0,
  "gap_ev": 8.745,
  "total_energy_ev": -52692.775,
  "smiles": "NC(N)=O.NC(N)=O.NC(N)=O.NC(N)=O.NC(N)=O.CO.CO.CO.CO.CO.CO.CO",
  "e_lumo_ev": -0.29,
  "e_above_lowest_kj_mol": 426.1,
  "homo_ev": -9.03,
  "elements": ["N", "H", "H", "N", "H", "H", "C", "C", "N", "H", "H", "O", "H", "H", "H", "N", "H", "O", "H", "H", "H", "H", "C", "H", "H", "H", "H", "O", "H", "N", "H", "H", "N", "O", "C", "C", "H", "H", "C", "H", "N", "H", "O", "H", "H", "H", "H", "H", "C", "H", "H", "H", "H", "H", "O", "O", "C", "H", "O", "N", "H", "O", "H", "O", "H", "H", "H", "H", "H", "C", "H", "O", "C", "N", "H", "C", "H", "H", "C", "O", "H", "N"],
  "coordinates": [[9.85064, -3.85903, -15.56717], [14.52492, 1.03215, -15.43884], [14.67486, -5.60950, -10.30934], [16.28569, -0.20775, -14.92082], [15.33614, -6.78422, -16.45478], [13.69158, -4.19072, -10.25334], [19.17014, -7.61929, -12.37796], [11.45150, -2.89726, -11.26870], [16.60938, -2.06967, -10.86955], [17.93461, -7.06798, -9.20311], [10.17923, -1.39752, -11.01551], [13.58623, -5.80266, -15.53679], [15.24332, 2.59718, -15.80896], [17.09964, -6.52200, -11.24500], [18.57585, -3.09836, -10.69343], [18.30067, -2.65993, -9.82616], [10.24413, -4.38658, -16.33330], [18.26628, -3.74266, -12.80756], [17.01918, -0.86613, -14.70033], [12.89848, -1.49396, -14.78047], [19.23068, -8.60312, -11.91265], [13.80965, -3.94484, -13.52284], [17.13782, -6.34883, -9.39299], [19.03688, -2.34428, -9.21099], [17.60475, -5.37203, -9.51927], [19.74846, -7.69433, -13.29883], [18.17620, -9.44395, -15.86083], [17.85595, -7.38897, -12.63328], [15.38169, -0.62848, -15.08164], [9.89666, -2.52104, -14.03145], [12.16562, -2.84988, -10.44658], [14.80117, -3.47712, -12.22187], [15.33192, 1.63449, -15.51657], [13.41510, -0.68920, -14.86456], [17.02021, -7.88311, -16.17310], [17.25265, -1.93994, -9.77855], [11.83215, -2.27786, -12.08083], [11.41248, -3.89232, -11.71191], [16.49970, 1.03551, -15.34834], [18.51736, -3.44552, -14.71924], [13.50670, -6.49854, -8.22854], [8.89384, -2.63659, -14.06450], [15.72010, -4.98257, -13.40956], [12.67343, -6.92128, -7.84503], [17.86785, -7.12260, -13.55551], [11.73642, 0.14617, -13.89705], [16.48829, -6.32008, -8.51813], [14.03149, -6.99012, -8.93780], [14.85852, -3.81248, -13.25742], [15.34439, -8.39929, -17.12549], [15.30823, -3.12505, -13.97387], [10.41422, -2.04069, -13.30930], [13.29304, 0.82627, -13.38072], [17.46915, -4.27270, -12.87997], [16.39504, -6.55872, -10.59400], [12.50395, -4.46828, -8.22928], [10.67459, -3.05918, -14.90820], [14.73223, -5.43499, -17.19527], [17.78275, -6.94528, -15.85319], [15.84437, -7.60383, -16.75485], [8.99780, -4.19630, -15.14409], [10.22940, -2.32246, -10.76338], [15.87611, -1.41044, -11.08827], [16.85691, -1.28184, -8.85549], [18.94269, -5.08253, -14.06136], [16.77503, -9.91819, -16.68627], [20.04470, -3.56098, -13.90928], [15.39367, -5.61869, -14.05018], [13.49083, -4.16567, -16.92165], [14.16714, -4.87747, -16.44830], [14.88250, -4.27640, -15.88699], [11.87215, -2.82814, -15.02217], [12.73934, 0.41802, -14.22621], [13.94262, -5.08373, -9.85382], [19.63253, -6.97232, -11.63249], [13.26989, -5.30510, -8.70716], [17.03726, -2.40258, -11.72171], [12.54334, 1.27151, -14.87524], [19.04941, -4.00363, -13.94883], [17.59585, 1.54625, -15.48223], [12.64813, -5.80975, -15.74057], [17.27894, -9.16874, -16.23407]]
}

=====

{
  "formula": "C12H48N24O12",
  "method": "ωB97M-V with the def2-TZVPD basis set",
  "total_charge": 0,
  "gap_ev": 9.366,
  "total_energy_ev": -73557.880,
  "smiles": "NC(N)=O.NC(N)=O.NC(N)=O.NC(N)=O.NC(N)=O.NC(N)=O.NC(N)=O.NC(N)=O.NC(N)=O.NC(N)=O.NC(N)=O.NC(N)=O",
  "e_lumo_ev": -0.05,
  "e_above_lowest_kj_mol": 1204.4,
  "homo_ev": -9.42,
  "elements": ["H", "O", "N", "H", "C", "N", "N", "H", "O", "H", "C", "N", "N", "C", "H", "H", "H", "H", "C", "H", "H", "N", "N", "N", "N", "H", "H", "H", "O", "O", "H", "H", "O", "O", "H", "N", "H", "H", "H", "N", "C", "H", "N", "O", "H", "H", "H", "O", "N", "C", "H", "C", "N", "N", "H", "H", "C", "H", "H", "H", "C", "N", "O", "H", "N", "H", "H", "C", "N", "H", "N", "H", "N", "H", "H", "H", "O", "O", "H", "N", "H", "H", "H", "C", "H", "N", "H", "H", "N", "H", "H", "H", "H", "N", "O", "C"],
  "coordinates": [[3.84562, 1.99461, -3.07680], [3.07115, 3.87481, -4.11147], [6.21899, 3.39733, 2.26495], [-8.00189, -0.32871, 3.55611], [0.29901, 0.48878, 0.35347], [2.32984, 5.64012, 6.18142], [3.95345, -4.37889, -7.64372], [5.33953, 2.65176, -5.65192], [1.08469, 5.31061, 4.42290], [3.53970, 7.30156, 4.93502], [-4.49005, -3.89989, -4.32793], [-0.18599, -0.39682, -9.16534], [-0.70141, -7.81715, -0.35116], [1.94171, 5.96446, 4.99820], [0.06922, -8.13839, -0.91952], [3.45282, -3.33909, 2.64923], [1.58827, 5.11254, 6.61942], [-0.75306, -5.06462, -1.56435], [-1.06011, -0.21205, -8.18050], [-0.54689, -1.77929, 7.63903], [-1.11759, 1.15855, 6.63033], [-4.52422, 4.23149, 4.39052], [-1.11136, 0.22007, 7.00359], [4.25680, -3.81122, 3.03757], [-9.94987, 0.47527, 1.34719], [-3.71982, 4.73484, 4.04458], [2.73963, 6.45950, 6.60660], [-1.85346, -0.40888, 6.73192], [6.30039, -3.92669, 3.73344], [1.51112, 0.72342, 0.48304], [4.81489, -2.24136, 1.63747], [4.80513, -3.95323, -7.98071], [-1.99496, -6.11279, 0.24821], [7.51219, 4.89499, 1.31230], [4.24450, 3.88942, -6.36836], [-0.23889, -0.22098, -0.60899], [2.31268, 7.57201, 3.78154], [5.25688, 5.46153, 0.31491], [-5.07963, 3.60335, 3.82744], [2.63890, 7.02918, 4.56832], [-8.73191, 0.40973, 1.98934], [-1.04189, -8.25342, 0.49373], [-0.52617, 0.00328, -7.07520], [-7.67150, 0.91387, 1.52698], [-0.40259, 1.56969, 1.93795], [0.31493, -0.42306, -1.42908], [7.01499, 3.06562, 2.79073], [0.18164, 1.03288, 8.54078], [-5.20083, -3.56600, -5.37733], [3.22118, -3.56020, -6.92391], [-4.93890, -2.81401, -5.99862], [-4.85127, 4.54317, 5.61944], [-4.06342, 5.50933, 6.02967], [-5.06692, -4.74254, -3.60800], [-4.86741, -4.70600, -2.61858], [0.43452, -0.30829, -7.08559], [3.92674, 3.16075, -4.53251], [-10.01779, 1.02365, 0.50175], [1.29866, -3.60186, -6.38229], [-5.99281, -5.01416, -3.90640], [-1.02783, -6.57536, -0.38354], [4.50691, 3.22345, -5.65581], [3.39313, -2.36750, -6.71059], [-0.67305, -0.17444, -10.02174], [5.33920, 4.63173, 0.88477], [-3.13273, 5.55207, 5.63969], [4.12883, -4.61422, 3.63667], [-0.49011, 0.11978, 8.08927], [-0.29924, -5.88083, -1.17972], [-4.26742, 5.89658, 6.93991], [-8.88052, -0.19497, 3.07629], [-1.12377, 0.00094, -6.26097], [4.45414, 2.21516, -3.85215], [-1.21096, -0.49504, -0.61782], [5.33628, 2.94004, 2.44331], [-1.60652, 0.76389, 1.03936], [-3.53740, -3.28637, -3.89831], [-2.25895, -0.22823, -8.23970], [6.62406, -2.15042, 1.84627], [5.71634, -2.58373, 1.93787], [4.01753, -5.37323, -7.47855], [-6.02007, -4.04224, -5.72681], [0.51390, -6.21978, -1.67370], [5.52056, -3.47975, 2.94090], [5.11398, 1.50867, -4.14470], [-0.37215, -1.13280, 8.39508], [4.57695, 3.97087, 0.93332], [2.04764, -5.09277, -6.95792], [-0.62097, 0.91090, 1.20418], [-10.76525, 0.12189, 1.82718], [0.33078, -1.30830, 9.09879], [0.74188, -0.77716, -9.04494], [-9.54767, -0.93232, 2.89930], [2.11516, -4.17389, -6.54417], [-5.89767, 4.46778, 6.24485], [6.43773, 4.35685, 1.45364]]
}